Density functional theory data (the ωB97M-V functional and the def2-TZVPD basis) for a structure of composition C24H42BCrN11O3S3 in a non-equilibrium geometry.

```
85
Properties=species:S:1:pos:R:3
Cr 1.090 0.777 -0.381
C 0.178 -5.613 -1.421
C 1.037 -4.367 -1.159
C 1.298 -3.686 -2.500
C 2.379 -4.729 -0.514
N 0.294 -3.521 -0.209
C -0.043 -4.015 1.028
C -0.811 -3.097 1.648
N -0.969 -2.028 0.809
B -1.991 -0.923 1.158
N -2.589 -0.278 -0.113
C -3.617 -0.862 -0.798
C -4.030 -0.008 -1.762
N -3.245 1.115 -1.690
C -2.356 0.916 -0.679
S -1.112 1.971 -0.186
C -3.474 2.368 -2.428
C -3.962 3.407 -1.415
C -4.532 2.169 -3.514
C -2.178 2.833 -3.100
N -1.428 0.133 2.142
C -2.266 0.845 2.955
C -1.514 1.492 3.877
N -0.200 1.183 3.643
C -0.173 0.380 2.555
S 1.215 -0.237 1.764
C 0.923 1.498 4.548
C 1.454 0.184 5.128
C 0.437 2.400 5.684
C 2.038 2.222 3.795
C -0.264 -2.291 -0.309
S -0.117 -1.187 -1.588
H 0.641 -6.221 -2.192
H -0.813 -5.322 -1.767
H 0.060 -6.226 -0.532
H 1.847 -4.376 -3.134
H 1.894 -2.786 -2.382
H 0.369 -3.429 -3.001
H 2.976 -5.313 -1.209
H 2.247 -5.316 0.390
H 2.930 -3.827 -0.251
H 0.264 -4.980 1.368
H -1.260 -3.117 2.619
H -2.894 -1.457 1.726
H -3.967 -1.842 -0.548
H -4.818 -0.126 -2.473
H -4.899 3.085 -0.966
H -4.123 4.363 -1.904
H -3.224 3.537 -0.627
H -5.499 1.903 -3.097
H -4.232 1.410 -4.232
H -4.657 3.105 -4.051
H -1.449 3.122 -2.349
H -2.388 3.694 -3.728
H -1.774 2.041 -3.729
H -3.327 0.828 2.820
H -1.828 2.152 4.654
H 0.689 -0.328 5.707
H 2.296 0.397 5.781
H 1.796 -0.475 4.334
H -0.321 1.916 6.295
H 0.051 3.343 5.303
H 1.282 2.625 6.329
H 2.511 1.562 3.073
H 2.795 2.550 4.504
H 1.649 3.092 3.274
N 1.031 1.558 -2.542
N 2.152 1.123 -3.265
C 2.984 0.208 -2.693
N 3.915 -0.363 -3.456
N 2.813 -0.030 -1.401
N 3.620 -0.884 -0.729
O 4.672 -1.289 -1.221
O 3.200 -1.205 0.369
H 0.170 1.112 -2.874
H 0.933 2.570 -2.629
H 2.067 1.084 -4.278
H 4.041 -0.103 -4.420
H 4.612 -0.933 -2.967
C 3.297 3.155 -0.390
C 2.073 2.425 0.086
O 1.346 2.861 0.946
H 3.838 3.559 0.464
H 2.983 4.000 -1.003
H 3.955 2.520 -0.971
```

Charge: +1
Energy relative to the best compared isomer or geometry (same formula, charge and spin) in kcal/mol: 11.94
HOMO level (spin up / spin down) in eV: -9.9 / -9.7
<S²>: 1.075
Calculated total energy in eV: -109702.35157
Frontier orbital gap (spin up / spin down) in eV: 6.874 / 6.996
Spin multiplicity: 2

***

Density functional theory data (the ωB97M-V functional and the def2-TZVPD basis) for a structure of composition C24H42Br3N5O3 in a non-equilibrium geometry.

```
77
Properties=species:S:1:pos:R:3
C 5.607 16.272 10.456
C 6.336 17.500 10.929
C 5.833 18.599 9.975
C 6.110 19.955 10.506
N 6.361 20.967 10.947
H 4.703 16.479 9.977
H 5.489 15.553 11.237
H 6.017 15.772 9.567
H 7.403 17.396 10.902
H 6.027 17.820 11.960
H 4.721 18.560 10.065
H 6.175 18.462 8.951
C 12.576 21.514 12.049
C 11.443 22.188 11.261
C 10.304 21.253 10.844
C 10.766 20.135 10.062
N 11.168 19.302 9.401
H 13.026 20.640 11.555
H 12.296 21.126 13.036
H 13.390 22.173 12.272
H 11.899 22.679 10.397
H 11.062 22.963 11.920
H 9.563 21.795 10.276
H 9.756 20.874 11.769
C 10.718 15.239 7.077
C 11.118 16.694 7.403
C 10.198 17.687 6.749
C 8.792 17.503 7.100
N 7.732 17.390 7.561
H 11.381 14.471 7.550
H 10.725 14.994 5.981
H 9.693 15.026 7.362
H 12.076 16.932 6.971
H 11.275 16.872 8.490
H 10.313 17.633 5.615
H 10.496 18.670 6.989
C 6.862 13.568 14.608
C 6.410 13.355 13.197
C 6.628 11.914 12.697
C 7.981 11.514 12.850
N 9.089 11.319 13.094
H 7.918 13.388 14.733
H 6.334 12.867 15.249
H 6.665 14.612 14.837
H 6.999 14.019 12.518
H 5.358 13.628 13.169
H 6.444 11.848 11.635
H 5.884 11.247 13.159
C 10.717 14.840 11.224
C 11.182 16.087 11.956
C 10.429 16.317 13.250
C 10.946 15.545 14.414
N 11.403 14.909 15.266
H 9.690 15.023 10.783
H 10.750 13.954 11.850
H 11.401 14.754 10.398
H 11.094 16.918 11.285
H 12.194 16.018 12.293
H 9.331 16.173 13.107
H 10.468 17.326 13.585
C 8.821 11.521 8.319
O 9.454 10.334 8.738
C 8.798 9.694 9.752
O 7.639 9.956 10.059
O 9.653 8.877 10.341
C 8.874 8.060 11.372
H 7.791 11.330 7.989
H 9.410 11.957 7.517
H 8.843 12.275 9.166
H 8.173 7.440 10.837
H 8.270 8.721 11.992
H 9.624 7.452 11.862
C 10.204 13.366 18.021
Br 9.731 12.071 16.610
Br 10.808 12.444 19.619
Br 8.688 14.470 18.346
H 10.984 13.970 17.618
```

Energy relative to the best compared isomer or geometry (same formula, charge and spin) in kcal/mol: 11.55
HOMO level in eV: -9.8
Calculated total energy in eV: -249287.39728
Frontier orbital gap in eV: 10.172
Spin multiplicity: 1

***

Q: The highest calculated total energy belongs to which entry?
A: C24H42BCrN11O3S3

***

Q: The lowest calculated total energy belongs to which entry?
A: C24H42Br3N5O3